Formula: C5H11N
Source: the Open Molecules 2025 dataset
Level of theory: wB97M-V/def2-TZVPD

CARTESIAN COORDINATES (ANGSTROEM)
N (-1.171, -0.608, -0.078)
C (-0.168, -0.031, -1.218)
C (0.819, 0.106, -0.126)
C (1.335, 1.335, 0.122)
C (-1.945, 0.367, 0.656)
C (1.527, -1.141, 0.323)
H (0.061, -0.817, -1.938)
H (-2.618, 0.964, 0.025)
H (-1.265, 1.052, 1.166)
H (0.819, -1.936, 0.552)
H (-1.767, -1.327, -0.478)
H (0.948, 2.222, -0.354)
H (2.183, 1.473, 0.774)
H (2.109, -0.954, 1.223)
H (-2.532, -0.123, 1.434)
H (-0.520, 0.925, -1.620)
H (2.185, -1.507, -0.465)

* structure (SMILES): C=C(C)CNC
* gap between HOMO and LUMO: 9.589 eV


Formula: C5H11N
Source: the Open Molecules 2025 dataset
Level of theory: wB97M-V/def2-TZVPD

CARTESIAN COORDINATES (ANGSTROEM)
N (-1.726, -0.733, 0.015)
C (0.531, 0.227, 0.436)
C (-0.481, -0.223, -0.367)
C (1.787, 0.715, -0.101)
C (0.074, 0.345, 1.923)
C (-0.176, -0.364, -1.783)
H (0.650, -1.046, -1.684)
H (2.682, 0.615, 0.626)
H (-0.965, -0.870, -2.299)
H (1.856, 1.641, -0.633)
H (-0.799, -0.238, 2.179)
H (-2.367, 0.105, -0.216)
H (2.115, -0.019, -0.738)
H (0.876, 0.030, 2.616)
H (-1.923, -1.317, -0.765)
H (-0.171, 0.668, -2.204)
H (-0.275, 1.363, 2.359)

* structure (SMILES): CC(C)=C(C)N
* gap between HOMO and LUMO: 9.088 eV


Formula: C5H11N
Source: the Open Molecules 2025 dataset
Level of theory: wB97M-V/def2-TZVPD

CARTESIAN COORDINATES (ANGSTROEM)
N (1.867, 0.648, -0.440)
C (0.538, 0.873, -0.014)
C (-0.154, 0.280, 0.959)
C (-1.907, -1.494, 1.261)
C (-1.662, -0.011, 0.917)
C (2.014, 0.514, -1.894)
H (2.531, 1.331, -2.412)
H (0.442, -0.149, 1.767)
H (-2.280, 0.629, 1.545)
H (-2.802, -1.728, 1.831)
H (-1.782, 0.209, -0.148)
H (2.597, 1.301, -0.199)
H (-0.060, 1.419, -0.757)
H (-1.889, -2.106, 0.355)
H (2.550, -0.368, -2.272)
H (-0.993, -1.800, 1.784)
H (0.990, 0.453, -2.284)

* structure (SMILES): CC/C=C/NC
* gap between HOMO and LUMO: 9.637 eV


What did the third record say?
Formula: C5H11N
Source: the Open Molecules 2025 dataset
Level of theory: wB97M-V/def2-TZVPD

CARTESIAN COORDINATES (ANGSTROEM)
N (1.867, 0.648, -0.440)
C (0.538, 0.873, -0.014)
C (-0.154, 0.280, 0.959)
C (-1.907, -1.494, 1.261)
C (-1.662, -0.011, 0.917)
C (2.014, 0.514, -1.894)
H (2.531, 1.331, -2.412)
H (0.442, -0.149, 1.767)
H (-2.280, 0.629, 1.545)
H (-2.802, -1.728, 1.831)
H (-1.782, 0.209, -0.148)
H (2.597, 1.301, -0.199)
H (-0.060, 1.419, -0.757)
H (-1.889, -2.106, 0.355)
H (2.550, -0.368, -2.272)
H (-0.993, -1.800, 1.784)
H (0.990, 0.453, -2.284)

* structure (SMILES): CC/C=C/NC
* gap between HOMO and LUMO: 9.637 eV


Which of these has the lowest gap between HOMO and LUMO?
number 2